# 1
DFT (ωB97M-V with the def2-TZVPD basis set) results for a 2-piece molecular cluster, C15H23N5O6 overall in a non-equilibrium geometry.

Each line ends with the natural charge from an NBO analysis.
Element x y z (Å)
C: -4.6065 3.8243 0.1452  0.0134
H: -4.1018 2.8888 -0.1260  0.2411
H: 3.9900 -0.0085 0.4287  0.2067
H: -7.4863 3.4320 1.7168  0.5079
H: -0.9053 0.8594 0.7280  0.2174
H: 0.0095 -1.3473 1.4209  0.2398
C: 2.0606 -0.8405 0.9528  -0.0796
H: 2.2452 -5.0645 -1.4389  0.4275
O: 4.1291 -4.6703 -1.7390  -0.6686
N: -2.0882 4.6556 2.7100  -0.8262
H: -0.2234 -6.2279 -0.7726  0.2014
N: -4.4547 4.8197 -0.9258  -0.8004
C: 2.6949 -3.2858 0.3170  -0.1240
H: 3.0544 2.1964 -0.2811  0.2187
H: -4.5202 4.7158 2.0444  0.4069
O: 0.5344 2.8831 -0.1971  -0.7152
O: -1.8975 3.5202 0.8468  -0.7040
H: 5.2350 -3.3508 -3.5382  0.2427
C: 1.0181 1.6684 0.1707  0.3881
O: 0.3015 -3.6459 0.5472  -0.6494
C: 0.1543 0.6643 0.6552  -0.2990
H: -1.0776 4.5615 2.7487  0.4166
C: 2.4033 1.4155 0.0808  -0.3054
H: 3.6357 -2.0190 1.7702  0.2137
H: -0.3795 3.0327 0.1075  0.5174
C: 1.3407 -3.9524 -0.0276  0.6609
H: -2.5030 5.5003 3.0854  0.3836
H: -4.9237 4.4990 -1.7744  0.3739
N: -3.9326 4.4630 1.2564  -0.6420
H: -4.8198 5.7226 -0.6328  0.3625
C: -6.0901 3.4720 0.4795  0.7585
C: -2.6288 4.1808 1.5589  0.8034
H: 0.4168 -6.1010 -2.4299  0.2058
O: -6.8028 3.0632 -0.4241  -0.5823
C: 2.6241 -2.1848 1.3963  -0.4172
H: 2.0404 -2.5538 2.2408  0.2406
H: 3.8043 -2.2922 -3.5671  0.2328
H: 3.3201 -4.0836 0.7198  0.2318
C: 4.6098 -2.6822 -2.9476  -0.7052
N: 1.3460 -4.8553 -1.0164  -0.6182
H: -0.6129 -4.8106 -1.7666  0.2094
C: 0.6776 -0.5842 1.0445  -0.1818
C: 2.9245 0.1678 0.4762  -0.2188
C: 0.1623 -5.5419 -1.5287  -0.4102
C: 4.0174 -3.4524 -1.7914  0.6854
H: 3.2774 -1.7494 -1.0218  0.4144
H: 5.2142 -1.8614 -2.5671  0.2229
N: 3.3665 -2.7428 -0.8727  -0.6085
O: -6.5537 3.7022 1.7383  -0.6891

Properties
- HOMO energy (eV) = -7.9
- structure (SMILES) = CNC(=O)[C@H](Cc1ccc(O)cc1)NC(C)=O.NC(=O)N[C@H](N)C(=O)O
- Kohn-Sham gap (eV) = 8.17
- calculated total energy (hartree) = -1310.71261
- charge = 0

# 2
DFT (ωB97M-V with the def2-TZVPD basis set) results for a single C15H23NO molecule.

Each line ends with the natural charge from an NBO analysis.
Element x y z (Å)
C: 4.6136 0.2724 -1.0650  -0.1982
H: -5.7603 -1.6351 2.5203  0.1996
C: -1.4848 -0.3352 0.5279  -0.2183
C: 0.6553 0.9823 0.2545  -0.0601
H: 1.0948 1.9892 0.3053  0.1768
H: 5.4621 0.5341 -0.4484  0.2049
H: -1.0824 1.6573 1.3010  0.2052
O: 0.9320 0.3974 -0.9996  -0.5035
C: 3.3373 0.5251 -0.5868  -0.2611
H: 6.4488 0.1524 -3.6153  0.2163
C: -5.1460 0.1401 1.4460  -0.4104
C: 4.8220 -0.3040 -2.3068  -0.0539
H: 3.2236 0.9757 0.3869  0.2103
H: -4.6846 0.7021 4.1457  0.1929
H: 6.2751 -1.5612 -3.2515  0.2151
H: -1.1419 -0.8089 1.4509  0.1866
H: 3.8430 -1.0794 -4.0461  0.2087
C: -3.3092 -0.4514 2.9486  -0.4189
H: -4.6489 -1.0121 4.5850  0.2100
H: -3.2648 0.0226 -0.3639  0.3522
C: 6.2042 -0.5610 -2.8279  -0.6216
C: -5.6745 -0.5634 2.7018  -0.3997
H: -2.4477 -0.0262 3.4617  0.2059
H: -3.1146 -1.5039 2.7403  0.2091
H: -5.5926 1.1292 1.3425  0.2017
H: 1.0817 0.3715 1.0630  0.1705
H: -6.6513 -0.1882 3.0046  0.2081
C: 2.2310 0.1974 -1.3596  0.2816
H: -1.2725 1.5760 -0.4603  0.2052
H: -5.3767 -0.4322 0.5488  0.2146
H: -3.3454 1.3261 1.7130  0.1598
H: -1.1327 -0.9374 -0.3137  0.2076
C: -0.8585 1.0654 0.4121  -0.4348
C: 3.7064 -0.6284 -3.0737  -0.1950
N: -2.9317 -0.3801 0.5071  -0.6200
H: 1.5659 -0.6366 -3.2046  0.2197
C: 2.4317 -0.3845 -2.6125  -0.2358
C: -3.6147 0.2587 1.6208  -0.0473
C: -4.5971 -0.3124 3.7519  -0.3967
H: 6.9429 -0.4623 -2.0363  0.2127

Properties
- ΔE to the lowest compared entry with this formula, charge and spin (kcal/mol) = 28.2
- HOMO energy (eV) = -8.2
- structure (SMILES) = Cc1ccc(OCCCNC2CCCC2)cc1
- Kohn-Sham gap (eV) = 9.14
- calculated total energy (hartree) = -715.35252
- charge = 0

# 3
DFT (ωB97M-V with the def2-TZVPD basis set) results for C15H23NORuS2Sb as an isolated structure in a non-equilibrium geometry.

Each line ends with the Löwdin spin population.
Element x y z (Å)
S: 7.6667 6.0871 6.3519  0.0246
H: 9.6201 5.3656 13.5288  0.0008
C: 10.8296 9.6976 5.1681  0.0060
H: 7.8824 6.2196 12.2314  0.0001
S: 12.4222 6.3450 7.9390  0.3372
Sb: 10.8980 9.3160 7.2823  -0.0282
C: 6.2129 7.0291 6.4816  0.0073
N: 10.6831 6.1822 10.4277  0.1176
H: 6.3845 8.0706 6.2078  0.0000
H: 7.9714 3.8783 6.9642  0.0000
H: 11.6365 9.1662 4.6793  0.0003
C: 8.3756 6.0461 11.2620  0.0034
C: 13.9806 5.5282 12.0579  0.1929
C: 9.3617 10.4044 8.2576  -0.0139
H: 6.4279 4.0963 6.1036  0.0002
C: 9.8498 5.9313 11.4790  0.0110
H: 8.0167 5.1273 10.7938  -0.0001
H: 15.9088 5.5796 11.0882  -0.0014
H: 14.3762 5.2494 13.0452  0.0069
H: 8.1186 6.8368 10.5860  0.0018
C: 7.0839 4.5122 6.8820  0.0035
Ru: 10.2358 6.9296 8.3312  2.7385
H: 5.7958 6.9682 7.4956  0.0001
C: 12.7914 9.9893 7.9754  0.0028
H: 9.3020 10.1240 9.2966  0.0013
H: 12.7559 11.0804 8.0213  -0.0011
C: 10.3310 5.5345 12.7264  0.0093
H: 12.9819 9.5903 8.9688  -0.0004
C: 12.0244 6.0351 10.6522  0.0629
C: 12.9245 6.1597 9.5308  0.1706
O: 8.3505 6.5650 7.6504  0.1952
H: 15.0107 6.0577 8.8796  0.0014
H: 12.0819 5.0937 13.9059  0.0002
H: 10.9526 10.7903 5.0764  -0.0007
H: 5.4876 6.6460 5.7604  0.0012
H: 8.4079 10.2059 7.7985  0.0000
H: 13.5671 9.6495 7.2851  0.0013
H: 6.5484 4.6072 7.8319  0.0000
C: 12.5698 5.6727 11.8866  0.0174
C: 11.6677 5.3864 12.9348  0.0172
C: 14.8392 5.6870 10.9832  0.0229
H: 9.8752 9.4038 4.7598  0.0001
H: 9.4965 11.4812 8.1770  -0.0026
C: 14.3300 5.9875 9.7248  0.0925

Properties
- multiplicity = 5
- HOMO energy (spin up / spin down) (eV) = -18.1 / -18.9
- Kohn-Sham gap (spin up / spin down) (eV) = 6.74 / 6.43
- calculated total energy (hartree) = -1845.78381
- charge = +3

# 4
DFT (ωB97M-V with the def2-TZVPD basis set) results for a single C15H23NOS molecule.

Each line ends with the natural charge from an NBO analysis.
Element x y z (Å)
H: -0.8506 2.5452 -0.2088  0.2285
C: 0.5780 -1.0766 -0.2498  0.0915
H: 1.2160 1.9852 1.0564  0.2391
C: -3.5497 0.0454 -0.9880  -0.3872
C: -1.0991 0.5529 -0.9195  0.2928
H: -3.3401 -1.0212 -0.8957  0.1983
H: 4.7887 -1.4881 -0.9760  0.2090
C: -3.8238 0.6363 0.3930  -0.3999
H: -2.2519 0.3244 -2.6886  0.2255
H: -5.6923 -1.8033 2.0298  0.2139
H: -4.7540 -2.0728 0.5678  0.1992
N: -0.5730 -0.6879 -0.8981  -0.5244
H: 3.1356 -1.0313 -1.3752  0.2141
C: 3.9664 -0.8263 -0.6968  -0.3887
H: 3.5681 1.2923 -0.6492  0.1881
C: -0.4599 1.5423 -0.2222  -0.3198
H: 5.9427 2.0047 -0.2454  0.2082
H: 3.1268 -2.1758 0.7460  0.2730
H: -2.5791 1.8063 -1.7780  0.2252
C: 3.5456 -1.1663 0.7367  -0.5349
S: 0.9683 -2.6820 -0.3732  -0.2378
C: -4.8443 -1.4455 1.4510  -0.6088
C: 4.4061 0.6274 -0.8748  -0.3952
C: 0.7101 1.2211 0.4838  -0.0578
H: -3.9855 1.7120 0.2894  0.2002
H: 4.6717 0.7786 -1.9244  0.2021
H: 6.4164 0.3077 -0.1503  0.1996
C: -5.0450 0.0179 1.0742  -0.3882
H: -2.9484 0.4937 1.0310  0.2025
H: -5.9122 0.1097 0.4161  0.1933
H: 4.4033 -1.1381 1.4092  0.2243
H: -4.4379 0.1580 -1.6127  0.2119
C: 1.2525 -0.0420 0.4725  -0.2522
C: -2.3696 0.7404 -1.6844  -0.4408
H: -1.0416 -1.4364 -1.3994  0.4285
O: 2.6517 0.4007 2.2944  -0.5426
C: 5.5946 1.0042 0.0019  -0.6134
H: -3.9458 -1.5638 2.0528  0.2055
H: -5.2574 0.5879 1.9811  0.2041
H: 5.3173 0.9940 1.0525  0.2118
C: 2.5013 -0.2306 1.2709  0.6017

Properties
- ΔE to the lowest compared entry with this formula, charge and spin (kcal/mol) = 9.6
- HOMO energy (eV) = -8.0
- structure (SMILES) = CCCCCc1ccc(C(=O)CCCC)c(=S)[nH]1
- Kohn-Sham gap (eV) = 7.86
- calculated total energy (hartree) = -1113.56598
- charge = 0